Entry 1:
{
  "formula": "C11H16O3",
  "method": "ωB97M-V with the def2-TZVPD basis set",
  "symbols": ["O", "O", "O", "C", "C", "C", "C", "C", "C", "C", "C", "C", "C", "C", "H", "H", "H", "H", "H", "H", "H", "H", "H", "H", "H", "H", "H", "H", "H", "H"],
  "positions_angstrom": [[2.67, 0.85, 1.42], [4.07, -0.47, 0.15], [1.92, -2.28, 0.29], [0.26, -0.31, 0.16], [-1.67, 1.28, 0.27], [1.63, 0.73, -1.71], [-2.73, 0.21, 0.44], [2.89, 0.22, 0.21], [-0.80, -1.42, 0.35], [2.56, 1.19, -0.91], [0.99, -0.50, -1.21], [-2.07, -0.96, -0.28], [1.63, -0.93, 0.02], [-0.25, 1.01, 0.82], [-2.82, -1.91, -0.40], [-1.42, 1.44, -0.88], [-1.89, -0.67, -1.37], [3.00, 2.17, -0.95], [4.00, -1.42, 0.21], [-0.79, -1.55, 1.36], [2.45, -2.56, -0.50], [-2.85, 0.07, 1.46], [1.35, 1.37, -2.59], [-3.72, 0.61, 0.05], [0.61, -1.15, -1.85], [3.20, 1.67, 1.61], [-1.88, 2.35, 0.66], [-0.48, 1.00, 1.95], [-0.53, -2.28, -0.07], [0.54, 1.74, 0.59]],
  "e_homo_ev": -8.687,
  "e_lumo_ev": 0.61,
  "orbital_gap_ev": 9.30,
  "e_above_lowest_kcal_mol": 93.8,
  "energy_ev": -17805.3057
}

=====

Entry 2:
{
  "formula": "C5H8O",
  "method": "ωB97M-V with the def2-TZVPD basis set",
  "symbols": ["O", "C", "C", "C", "C", "C", "H", "H", "H", "H", "H", "H", "H", "H"],
  "positions_angstrom": [[0.32, -0.36, 1.47], [-0.37, 1.56, 0.13], [0.14, 0.19, 0.32], [0.21, -0.76, -0.89], [-0.48, 2.56, 1.06], [0.21, -2.29, -0.63], [1.17, -0.35, -0.36], [1.05, -2.36, 0.09], [0.35, -3.01, -1.45], [-0.42, 1.92, -0.88], [-0.18, 2.21, 2.05], [-0.69, -2.55, -0.01], [-1.14, 3.43, 0.89], [-0.17, -0.20, -1.77]],
  "e_homo_ev": -9.184,
  "e_lumo_ev": 0.06,
  "orbital_gap_ev": 9.24,
  "e_above_lowest_kcal_mol": 84.5,
  "energy_ev": -7358.5901
}

=====

Entry 3:
{
  "formula": "C4H9NO4S2",
  "method": "ωB97M-V with the def2-TZVPD basis set",
  "symbols": ["S", "S", "O", "O", "O", "O", "N", "C", "C", "C", "C", "H", "H", "H", "H", "H", "H", "H", "H", "H"],
  "positions_angstrom": [[-1.42, -0.48, -0.95], [1.52, -0.17, -0.90], [-1.47, -0.01, -2.30], [1.30, -1.12, -1.96], [-1.50, -1.87, -0.62], [2.34, 1.02, -1.11], [-2.76, 0.22, -0.07], [-0.10, 0.31, -0.04], [-0.03, 0.60, 1.34], [2.29, -1.21, 0.42], [-0.20, 1.71, 0.32], [0.53, 2.42, 0.19], [-3.24, -0.49, 0.37], [2.43, -2.18, -0.04], [0.93, 0.60, 1.78], [-1.23, 1.99, 0.20], [-3.35, 0.72, -0.62], [-0.85, 0.38, 1.99], [3.31, -1.06, 0.89], [1.49, -1.37, 1.12]],
  "e_homo_ev": -10.758,
  "e_lumo_ev": 0.42,
  "orbital_gap_ev": 11.18,
  "e_above_lowest_kcal_mol": 65.9,
  "energy_ev": -35641.3093
}

=====

Entry 4:
{
  "formula": "C40H34CrN4O7PS",
  "method": "ωB97M-V with the def2-TZVPD basis set",
  "symbols": ["Cr", "S", "P", "O", "O", "O", "O", "O", "O", "O", "N", "N", "N", "N", "C", "C", "C", "C", "C", "C", "C", "C", "C", "C", "C", "C", "C", "C", "C", "C", "C", "C", "C", "C", "C", "C", "C", "C", "C", "C", "C", "C", "C", "C", "C", "C", "C", "C", "C", "C", "C", "C", "C", "C", "H", "H", "H", "H", "H", "H", "H", "H", "H", "H", "H", "H", "H", "H", "H", "H", "H", "H", "H", "H", "H", "H", "H", "H", "H", "H", "H", "H", "H", "H", "H", "H", "H", "H"],
  "positions_angstrom": [[1.29, -0.93, 0.98], [2.52, 0.65, -1.71], [-0.92, 1.50, -0.91], [2.99, -0.78, 1.68], [-3.06, -1.65, -0.05], [0.35, -1.85, 2.67], [-0.51, -1.57, 0.27], [2.96, -0.02, -2.89], [3.53, 1.28, -0.89], [1.67, -0.28, -0.89], [-0.56, -0.37, 4.08], [0.71, -3.39, -0.38], [1.22, 1.14, 2.16], [1.70, -2.74, 0.33], [-0.39, -2.71, -0.37], [0.72, 0.23, 4.37], [1.78, 3.92, -3.83], [2.78, -3.40, 0.52], [-1.42, -4.31, -1.98], [0.19, 2.42, -2.06], [-2.84, -2.68, -0.91], [-2.57, 4.88, 0.67], [-1.68, -1.60, -3.44], [1.37, 2.61, 4.04], [-2.00, -2.08, 3.15], [3.93, -2.94, 1.24], [-1.76, 0.46, -2.18], [-1.75, 4.03, -0.05], [6.23, -2.10, 2.59], [1.52, 2.04, -2.33], [-2.94, 0.80, -2.82], [5.18, -1.22, 2.41], [1.83, 3.65, 3.24], [6.14, -3.41, 2.11], [-1.13, -0.74, -2.50], [-3.84, 4.47, 1.05], [-2.50, -4.80, -2.68], [1.68, 2.14, 1.41], [-3.45, 2.34, -0.02], [4.00, -1.63, 1.76], [-4.28, 3.20, 0.70], [2.29, 2.80, -3.22], [2.00, 3.40, 1.90], [5.02, -3.81, 1.43], [-1.57, -3.24, -1.09], [-3.50, -0.07, -3.75], [0.46, 4.29, -3.59], [-2.88, -1.27, -4.06], [-0.65, -1.43, 3.27], [-2.17, 2.74, -0.40], [-0.32, 3.55, -2.73], [-3.93, -3.19, -1.61], [-3.76, -4.24, -2.49], [1.10, 1.38, 3.47], [-3.44, 1.73, -2.60], [-1.19, -2.54, -3.66], [-2.45, -2.22, 4.13], [1.48, -0.55, 4.25], [0.04, 5.16, -4.08], [-5.27, 2.87, 0.98], [7.12, -1.77, 3.10], [-2.65, -1.45, 2.54], [-4.61, -4.61, -3.04], [-0.43, -4.73, -2.11], [-2.17, -1.33, 0.22], [4.95, -4.81, 1.03], [-2.37, -5.63, -3.37], [-4.43, 0.20, -4.25], [-0.20, -1.01, -2.01], [-0.76, 4.37, -0.34], [1.24, 2.75, 5.11], [2.38, 4.15, 1.22], [1.85, 1.93, 0.38], [5.24, -0.20, 2.74], [-1.40, 0.04, 4.47], [3.30, 2.47, -3.41], [2.81, -4.40, 0.09], [-4.48, 5.13, 1.63], [6.96, -4.10, 2.27], [-2.22, 5.88, 0.92], [-1.34, 3.84, -2.55], [0.73, 0.56, 5.41], [-1.89, -3.04, 2.65], [-3.31, -1.94, -4.79], [-3.81, 1.35, -0.27], [2.39, 4.50, -4.51], [2.06, 4.62, 3.66], [-4.90, -2.73, -1.45]],
  "e_homo_ev": [-7.714, -7.708],
  "e_lumo_ev": [-0.89, -0.35],
  "orbital_gap_ev": [6.82, 7.36],
  "e_above_lowest_kcal_mol": 24.9,
  "spin_multiplicity": 2,
  "energy_ev": -110871.9829
}

=====

Entry 5:
{
  "formula": "C9H14",
  "method": "ωB97M-V with the def2-TZVPD basis set",
  "symbols": ["C", "C", "C", "C", "C", "C", "C", "C", "C", "H", "H", "H", "H", "H", "H", "H", "H", "H", "H", "H", "H", "H", "H"],
  "positions_angstrom": [[-2.54, 0.04, 0.10], [-0.76, -0.46, 1.65], [-1.67, -0.19, -1.01], [-0.35, -0.57, -0.84], [2.62, 0.90, -1.68], [0.08, -0.50, 0.53], [-2.98, 0.15, 2.50], [3.47, -0.32, -1.43], [-2.07, -0.12, 1.37], [3.50, -0.95, -2.31], [4.50, -0.16, -1.15], [-3.26, 1.22, 2.49], [1.97, 1.24, -0.87], [3.09, -0.90, -0.61], [0.46, -0.92, -1.41], [-0.10, -0.46, 2.53], [3.15, 1.79, -1.96], [1.13, -0.41, 0.67], [-3.54, 0.41, -0.07], [-2.50, -0.09, 3.47], [1.86, 0.70, -2.47], [-3.93, -0.41, 2.47], [-2.12, 0.00, -1.97]],
  "e_homo_ev": -8.876,
  "e_lumo_ev": 1.02,
  "orbital_gap_ev": 9.90,
  "e_above_lowest_kcal_mol": 30.5,
  "energy_ev": -9558.8585
}

=====

Entry 6:
{
  "formula": "C4H11NO2S2",
  "method": "ωB97M-V with the def2-TZVPD basis set",
  "symbols": ["S", "S", "O", "O", "N", "C", "C", "C", "C", "H", "H", "H", "H", "H", "H", "H", "H", "H", "H", "H"],
  "positions_angstrom": [[1.36, -2.28, -0.13], [-0.25, -1.55, -1.03], [-1.41, 2.78, -0.98], [0.40, 2.64, 2.28], [-1.60, 0.31, 1.50], [-1.51, 0.70, 0.13], [-1.43, 2.26, 0.10], [-0.31, 0.19, -0.68], [2.91, -1.44, -0.54], [2.77, -0.65, -1.28], [1.09, 2.35, 2.89], [3.24, -0.97, 0.39], [-1.81, -0.66, 1.68], [-2.40, 0.55, -0.51], [-0.76, 0.50, 2.03], [-1.62, 2.79, 1.03], [3.58, -2.20, -0.94], [0.62, 0.45, -0.15], [-0.24, 0.83, -1.56], [-0.39, 2.58, 2.83]],
  "e_homo_ev": -8.130,
  "e_lumo_ev": 0.33,
  "orbital_gap_ev": 8.46,
  "e_above_lowest_kcal_mol": 32.1,
  "energy_ev": -31581.0328
}

=====

Entry 7:
{
  "formula": "C5H13NO",
  "method": "ωB97M-V with the def2-TZVPD basis set",
  "symbols": ["O", "N", "C", "C", "C", "C", "C", "H", "H", "H", "H", "H", "H", "H", "H", "H", "H", "H", "H", "H"],
  "positions_angstrom": [[4.45, -0.99, 0.00], [-1.84, -0.10, -0.53], [0.62, -0.16, 1.73], [-0.50, 1.72, 0.45], [-0.79, 0.87, -0.79], [-1.90, -1.09, -1.59], [-0.28, 0.93, 1.71], [-1.77, -0.61, -2.57], [0.87, -0.81, 0.89], [-1.36, 2.39, 0.61], [-1.04, 1.58, -1.59], [-1.48, -0.60, 0.29], [-2.87, -1.60, -1.54], [0.13, 0.38, -1.13], [0.36, 2.38, 0.23], [-1.01, 1.04, 2.50], [3.71, -1.18, 0.60], [4.67, -1.85, -0.42], [1.14, -0.48, 2.64], [-1.09, -1.83, -1.47]],
  "e_homo_ev": [0.484, -2.592],
  "e_lumo_ev": [3.67, 3.59],
  "orbital_gap_ev": [3.19, 6.18],
  "e_above_lowest_kcal_mol": 49.5,
  "charge": -1,
  "spin_multiplicity": 2,
  "energy_ev": -8930.6153
}

=====

Entry 8:
{
  "formula": "C5H11NS",
  "method": "ωB97M-V with the def2-TZVPD basis set",
  "symbols": ["S", "N", "C", "C", "C", "C", "C", "H", "H", "H", "H", "H", "H", "H", "H", "H", "H", "H"],
  "positions_angstrom": [[1.26, 1.48, -1.58], [0.92, 1.32, 0.95], [-0.07, -1.46, -0.34], [-0.35, 2.08, 0.91], [1.72, 0.98, -0.01], [-1.20, -1.56, 0.53], [-0.18, -2.04, -1.51], [-1.28, -0.63, 1.12], [-0.42, 2.56, -0.01], [0.64, -1.80, -2.22], [-1.12, -2.28, 1.29], [2.55, 1.15, -1.94], [-0.34, 2.95, 1.72], [-1.09, 1.34, 1.18], [-2.03, -1.54, -0.02], [1.20, 1.06, 1.94], [-0.88, -2.86, -1.90], [0.68, -0.72, -0.13]],
  "e_homo_ev": -8.149,
  "e_lumo_ev": 0.73,
  "orbital_gap_ev": 8.88,
  "e_above_lowest_kcal_mol": 86.3,
  "energy_ev": -17684.7191
}